No. 1
{"formula": "C28H51ClO8PS", "method": "wB97M-V/def2-TZVPD", "charge": -1, "gap_ev": 7.1, "lumo_energy_ev": 1.97, "e_tot_ha": -2899.22308, "mol_weight_g_mol": 614.2, "max_force_ev_per_a": 0.927, "species": ["C", "C", "C", "C", "O", "P", "C", "Cl", "C", "C", "C", "S", "O", "C", "C", "C", "C", "C", "O", "O", "C", "C", "C", "C", "C", "C", "C", "H", "H", "H", "H", "H", "H", "H", "H", "H", "H", "H", "H", "H", "H", "H", "H", "H", "H", "H", "H", "H", "H", "H", "H", "H", "H", "H", "H", "H", "H", "H", "H", "H", "H", "H", "O", "C", "O", "C", "C", "C", "H", "H", "H", "H", "H", "H", "H", "H", "O", "C", "O", "C", "C", "C", "H", "H", "H", "H", "H", "H", "H", "H"], "positions_angstrom": [[0.26, 2.66, 1.53], [-0.39, 1.38, 1.01], [0.43, 0.18, 1.48], [0.26, -1.20, 0.85], [1.06, -1.34, -0.29], [0.42, -2.48, -1.47], [1.88, -2.08, -2.58], [1.80, -4.05, -0.41], [-0.26, -3.86, -2.56], [-0.59, -3.48, -4.00], [-1.83, -2.56, -4.07], [-3.17, -3.41, -4.97], [-0.83, -2.80, -0.34], [-1.12, -1.65, 0.42], [-2.11, -2.03, 1.51], [-3.59, -1.82, 1.09], [-4.41, -3.11, 1.12], [-4.10, -4.05, -0.05], [-3.90, -3.30, -1.24], [-0.48, 1.36, -0.41], [-1.44, 2.26, -0.94], [-2.83, 1.69, -0.95], [-3.25, 0.82, -1.98], [-4.54, 0.29, -1.97], [-5.44, 0.60, -0.94], [-5.03, 1.47, 0.09], [-3.74, 2.00, 0.08], [0.46, 2.57, 2.60], [1.20, 2.82, 1.00], [-0.36, 3.54, 1.40], [-1.39, 1.30, 1.45], [1.49, 0.43, 1.33], [0.28, 0.11, 2.56], [0.59, -1.93, 1.62], [-0.39, -1.46, -2.09], [2.30, -3.01, -2.97], [2.63, -1.57, -1.98], [1.58, -1.42, -3.39], [0.43, -4.70, -2.53], [-1.19, -4.21, -2.10], [0.25, -3.02, -4.52], [-0.82, -4.40, -4.54], [-1.60, -1.62, -4.57], [-2.19, -2.33, -3.07], [-4.23, -2.81, -4.41], [-1.57, -0.89, -0.24], [-1.92, -1.47, 2.42], [-1.94, -3.09, 1.71], [-3.64, -1.41, 0.09], [-4.06, -1.09, 1.75], [-4.20, -3.65, 2.05], [-5.48, -2.88, 1.12], [-3.22, -4.66, 0.17], [-4.95, -4.73, -0.20], [-4.02, -3.88, -2.00], [-1.46, 3.20, -0.40], [-1.11, 2.47, -1.96], [-2.54, 0.57, -2.75], [-4.84, -0.38, -2.77], [-6.44, 0.18, -0.94], [-5.71, 1.71, 0.90], [-3.44, 2.67, 0.88], [6.80, 0.77, -0.54], [6.62, -0.42, -0.55], [7.71, -1.22, -0.42], [7.60, -2.63, -0.26], [7.48, -3.36, -1.58], [5.27, -1.05, -0.77], [6.77, -2.88, 0.41], [8.52, -2.92, 0.25], [6.56, -3.08, -2.11], [7.46, -4.44, -1.42], [8.33, -3.11, -2.22], [5.08, -1.13, -1.84], [4.51, -0.40, -0.34], [5.15, -2.03, -0.33], [-1.15, 5.58, 2.87], [-0.28, 6.27, 3.31], [1.00, 5.94, 3.03], [2.11, 6.76, 3.37], [2.59, 6.52, 4.79], [-0.57, 7.46, 4.20], [1.88, 7.81, 3.19], [2.88, 6.48, 2.66], [1.83, 6.79, 5.52], [3.48, 7.11, 4.99], [2.83, 5.47, 4.93], [-0.66, 7.10, 5.22], [-1.52, 7.88, 3.89], [0.19, 8.24, 4.17]], "mulliken_charge": [-1.633, 1.313, -1.669, -0.094, -0.622, 1.790, -1.219, -0.542, -0.864, -0.915, 0.538, -0.288, -0.647, 1.680, -1.371, 0.408, -1.354, -0.567, -0.393, -0.271, -1.278, 0.885, -0.478, -0.384, -0.518, -0.747, -0.235, 0.422, 0.320, 0.251, -0.046, 0.407, 0.471, 0.093, -0.590, 0.390, -0.093, 0.380, 0.539, 0.135, 0.208, 0.621, 0.351, -0.503, 0.061, -0.630, 0.383, 0.595, -0.519, 0.609, 0.361, 0.433, 0.296, 0.500, 0.254, 0.378, 0.451, 0.323, 0.399, 0.395, 0.406, 0.449, -0.584, 0.561, -0.389, -0.436, -0.900, -0.678, 0.413, 0.307, 0.251, 0.341, 0.294, 0.262, 0.281, 0.269, -0.515, 0.896, -0.375, -0.411, -0.982, -1.207, 0.338, 0.350, 0.268, 0.375, 0.297, 0.281, 0.330, 0.343]}

No. 2
{"formula": "C15H31BF4P2Ti", "method": "wB97M-V/def2-TZVPD", "de_lowest_kj_mol": 0.80, "gap_ev": [7.7, 7.5], "s2": 2.009, "lumo_energy_ev": [0.54, -0.36], "e_tot_ha": -2546.72100, "mol_weight_g_mol": 408.0, "multiplicity": 3, "max_force_ev_per_a": 2.603, "species": ["P", "P", "C", "C", "H", "H", "H", "H", "C", "H", "H", "H", "C", "H", "H", "H", "C", "H", "H", "H", "C", "H", "H", "H", "Ti", "C", "C", "C", "C", "C", "C", "C", "C", "C", "H", "H", "H", "H", "H", "H", "H", "H", "H", "H", "H", "H", "H", "H", "H", "F", "B", "F", "F", "F"], "positions_angstrom": [[0.10, -1.34, -2.91], [0.10, 1.72, -2.81], [-0.24, -0.46, -4.53], [0.32, 0.96, -4.51], [-1.33, -0.47, -4.68], [0.22, -1.05, -5.34], [1.39, 0.97, -4.74], [-0.20, 1.60, -5.24], [-1.53, 2.52, -3.15], [-1.74, 3.24, -2.36], [-2.32, 1.76, -3.17], [-1.48, 3.03, -4.12], [1.18, 3.18, -3.06], [0.91, 3.70, -3.98], [2.22, 2.85, -3.11], [1.06, 3.85, -2.20], [-0.98, -2.78, -3.18], [-0.80, -3.51, -2.38], [-0.79, -3.24, -4.15], [-2.03, -2.45, -3.12], [1.70, -2.09, -3.42], [2.49, -1.33, -3.45], [1.59, -2.55, -4.42], [1.98, -2.86, -2.69], [-0.13, -0.13, 3.58], [0.77, 1.37, 2.19], [-0.63, 1.47, 2.09], [-1.47, 0.86, 0.98], [-1.84, -0.63, 1.21], [-0.87, -1.40, 2.08], [0.51, -1.46, 1.82], [1.22, -0.71, 0.72], [1.63, 0.74, 1.11], [0.49, -1.82, 4.67], [1.28, 2.13, 2.79], [-1.11, 2.29, 2.64], [-1.03, 0.98, -0.03], [-2.42, 1.43, 0.95], [-2.83, -0.68, 1.68], [-1.96, -1.12, 0.22], [-1.30, -2.16, 2.75], [1.08, -2.29, 2.25], [0.63, -0.70, -0.22], [2.15, -1.25, 0.48], [2.67, 0.71, 1.48], [1.67, 1.35, 0.19], [1.37, -1.50, 5.23], [0.69, -2.77, 4.17], [-0.32, -1.95, 5.40], [-1.41, 0.47, 4.77], [-0.17, 0.38, 7.88], [1.02, 0.39, 7.24], [-0.75, 1.55, 8.21], [-0.77, -0.79, 8.17]], "lowdin_spin": [0.001, 0.001, 0.000, 0.000, 0.000, 0.000, 0.000, 0.000, 0.000, 0.000, 0.000, 0.000, 0.000, 0.000, 0.000, 0.000, 0.000, 0.000, 0.000, 0.000, 0.000, 0.000, 0.000, 0.000, 1.071, 0.122, 0.197, 0.040, 0.036, 0.107, 0.206, 0.036, 0.034, 0.020, 0.018, 0.008, 0.008, 0.002, 0.000, 0.008, 0.015, 0.012, 0.006, 0.002, 0.000, 0.007, 0.002, 0.003, 0.004, 0.031, 0.001, 0.001, 0.000, 0.000]}

No. 3
{"formula": "C40H56BrClF9INO4", "method": "wB97M-V/def2-TZVPD", "charge": 1, "gap_ev": 5.6, "lumo_energy_ev": -4.79, "e_tot_ha": -6143.78799, "mol_weight_g_mol": 1028.1, "max_force_ev_per_a": 3.404, "species": ["C", "C", "N", "C", "Cl", "C", "I", "C", "C", "C", "C", "Br", "C", "C", "C", "C", "C", "C", "C", "C", "C", "C", "C", "C", "C", "F", "F", "C", "F", "F", "C", "F", "F", "C", "F", "F", "F", "H", "H", "H", "H", "H", "H", "H", "H", "H", "H", "H", "H", "H", "H", "H", "H", "H", "H", "H", "H", "H", "H", "H", "H", "C", "C", "C", "O", "C", "H", "H", "H", "H", "H", "H", "H", "H", "C", "C", "C", "O", "C", "H", "H", "H", "H", "H", "H", "H", "H", "C", "C", "C", "O", "C", "H", "H", "H", "H", "H", "H", "H", "H", "C", "C", "C", "O", "C", "H", "H", "H", "H", "H", "H", "H", "H"], "positions_angstrom": [[-3.18, 4.37, -1.97], [-1.98, 4.49, -1.98], [-0.59, 4.45, -1.95], [0.00, 5.01, -2.97], [-0.74, 5.75, -4.30], [1.49, 4.88, -2.67], [1.99, 3.19, -3.96], [1.65, 4.67, -1.12], [1.46, 6.13, -0.56], [2.75, 6.99, -0.46], [3.14, 7.71, -1.78], [4.62, 6.85, -2.74], [2.95, 3.94, -0.72], [3.02, 3.46, 0.76], [3.24, 4.56, 1.81], [3.17, 4.02, 3.26], [3.50, 4.88, 4.31], [3.43, 4.50, 5.64], [3.01, 3.21, 5.95], [2.69, 2.32, 4.93], [2.77, 2.73, 3.59], [0.30, 3.87, -0.94], [-0.36, 3.83, 0.46], [-1.42, 2.71, 0.65], [-0.85, 1.32, 0.97], [-1.70, 0.75, 1.88], [0.37, 1.32, 1.56], [-0.91, 0.34, -0.28], [-0.82, 1.00, -1.46], [-2.15, -0.20, -0.25], [0.09, -0.85, -0.21], [-0.41, -1.82, -1.02], [0.13, -1.40, 1.01], [1.53, -0.54, -0.77], [1.59, -0.85, -2.07], [2.39, -1.34, -0.15], [1.88, 0.75, -0.67], [-4.26, 4.39, -1.99], [2.07, 5.68, -3.15], [0.73, 6.73, -1.13], [1.04, 6.07, 0.46], [2.53, 7.81, 0.25], [3.62, 6.47, -0.04], [3.38, 8.77, -1.65], [2.26, 7.68, -2.45], [3.11, 3.03, -1.34], [3.84, 4.57, -0.92], [2.14, 2.82, 0.94], [3.89, 2.78, 0.82], [2.52, 5.39, 1.77], [4.25, 4.99, 1.64], [3.81, 5.92, 4.13], [3.67, 5.18, 6.46], [2.90, 2.86, 6.98], [2.38, 1.29, 5.15], [2.49, 2.00, 2.84], [0.64, 2.83, -1.09], [0.35, 3.77, 1.30], [-0.90, 4.79, 0.60], [-2.03, 3.00, 1.53], [-2.13, 2.60, -0.18], [7.22, 0.56, -3.98], [6.16, -0.53, -3.93], [5.06, 0.13, -3.14], [5.14, 1.54, -3.41], [6.37, 1.81, -4.10], [7.93, 0.45, -4.80], [7.78, 0.58, -3.04], [5.81, -0.76, -4.95], [6.51, -1.46, -3.48], [5.20, -0.01, -2.06], [4.06, -0.24, -3.40], [6.13, 2.03, -5.14], [6.84, 2.69, -3.66], [0.44, -4.88, -1.47], [0.43, -5.71, -2.75], [1.25, -6.92, -2.35], [1.05, -7.11, -0.94], [0.38, -5.96, -0.40], [-0.38, -4.17, -1.39], [1.38, -4.33, -1.39], [-0.60, -6.01, -2.98], [0.83, -5.18, -3.61], [2.32, -6.74, -2.51], [0.97, -7.82, -2.89], [-0.65, -6.25, -0.18], [0.87, -5.67, 0.53], [-3.60, -6.73, 0.99], [-4.18, -7.06, -0.38], [-5.32, -8.00, -0.02], [-5.79, -7.60, 1.27], [-4.86, -6.68, 1.85], [-3.03, -5.80, 1.02], [-2.95, -7.54, 1.33], [-4.57, -6.16, -0.84], [-3.45, -7.51, -1.06], [-4.97, -9.04, 0.05], [-6.14, -7.96, -0.74], [-5.31, -5.69, 1.83], [-4.67, -6.96, 2.89], [-8.30, -3.56, 2.34], [-8.66, -5.04, 2.38], [-8.27, -5.42, 3.79], [-8.44, -4.25, 4.60], [-8.65, -3.12, 3.76], [-8.82, -2.99, 1.58], [-7.22, -3.45, 2.17], [-9.74, -5.15, 2.25], [-8.16, -5.63, 1.62], [-7.21, -5.71, 3.84], [-8.87, -6.24, 4.19], [-9.70, -2.83, 3.83], [-8.03, -2.29, 4.10]], "mulliken_charge": [-0.229, -0.520, 0.603, 1.009, -0.041, -1.681, 0.220, 2.203, -1.765, -0.478, -0.963, -0.141, -1.215, 0.174, -0.458, 0.083, -0.471, -0.751, -0.347, -0.930, 0.255, 0.018, -0.405, -1.457, 1.038, -0.351, -0.214, 0.400, -0.220, -0.340, 0.634, -0.294, -0.305, 0.500, -0.278, -0.243, -0.078, 0.467, 0.512, 0.482, 0.586, 0.467, 0.335, 0.498, 0.385, -0.055, 0.664, -0.874, 1.072, 0.061, 0.629, 0.344, 0.368, 0.368, 0.395, 0.207, -0.445, 0.068, 0.759, 0.433, 0.297, -0.588, -0.614, -0.175, -0.325, -0.495, 0.348, 0.267, 0.271, 0.361, 0.218, 0.162, 0.299, 0.279, 0.070, -0.650, -0.447, -0.436, -0.211, 0.168, 0.038, 0.272, 0.340, 0.255, 0.313, 0.003, 0.298, -0.340, -0.524, -0.420, -0.401, -0.349, 0.296, 0.213, 0.278, 0.323, 0.284, 0.263, 0.074, 0.273, -0.462, -0.456, -0.194, -0.428, -0.453, 0.349, 0.189, 0.312, 0.244, 0.088, 0.298, 0.259, 0.279]}

No. 4
{"formula": "C4H5IN2O", "method": "wB97M-V/def2-TZVPD", "de_lowest_kj_mol": 157.80, "gap_ev": 9.4, "lumo_energy_ev": -0.08, "smiles": "C/C(I)=N/C=O.C#N", "e_tot_ha": -637.78533, "mol_weight_g_mol": 224.0, "max_force_ev_per_a": 3.036, "species": ["C", "C", "I", "N", "C", "O", "H", "H", "H", "H", "C", "N", "H"], "positions_angstrom": [[1.10, -0.64, -0.41], [0.48, 0.55, 0.29], [1.00, 2.42, -0.97], [-0.22, 0.64, 1.31], [-1.30, 1.39, 1.58], [-2.13, 1.69, 0.79], [2.16, -0.44, -0.75], [0.35, -0.70, -1.34], [0.85, -1.38, 0.32], [-1.50, 1.61, 2.67], [-1.56, 0.08, -2.99], [-1.08, -0.83, -2.50], [-1.95, 0.79, -3.69]], "mulliken_charge": [-0.641, 0.310, -0.072, -0.382, 0.059, -0.436, 0.327, 0.252, 0.315, 0.336, 0.080, -0.439, 0.290]}